Entry 1:
DFT (ωB97M-V/def2-TZVPD) results for a cluster of 9 separate species, C21H37Cl17N2OP in total in a non-equilibrium geometry.

Geometry as XYZ:
```
79
Properties=species:S:1:pos:R:3:lowdin_charge:R:1
C 0.976 2.085 -3.214 0.047
C 0.868 0.828 -2.543 -0.144
C 0.347 0.642 -1.059 -0.082
C -1.146 0.382 -0.778 -0.236
P -2.550 0.252 -2.019 0.913
C -1.994 -0.238 -3.749 -0.285
O -3.474 -1.112 -1.467 -0.391
C -1.546 0.244 0.743 0.026
C -0.475 0.383 1.869 -0.152
C -0.768 0.301 3.429 -0.115
C 0.981 0.648 1.402 -0.400
Cl 2.253 0.845 2.686 0.690
N 1.354 0.754 -0.006 -0.098
N 2.705 0.967 -0.249 -0.026
C 3.298 -0.359 -0.640 -0.185
C 4.838 -0.531 -0.213 -0.225
C 5.711 0.386 -1.229 -0.241
C 5.969 1.799 -0.467 -0.113
H 0.052 2.753 -3.313 0.092
H 1.997 2.330 -3.680 0.091
H 1.213 -0.131 -3.087 0.083
H -2.893 -0.746 -4.264 0.071
H -1.059 -0.887 -3.814 0.027
H -1.787 0.718 -4.366 0.056
H -2.890 -1.916 -1.561 -0.070
H -2.628 0.081 1.058 0.064
H 0.041 -0.395 3.874 0.083
H -1.818 -0.138 3.592 0.050
H -0.655 1.297 3.984 0.072
H 2.857 1.693 -0.962 0.127
H 3.134 -0.627 -1.752 0.113
H 2.711 -1.158 -0.048 0.134
H 5.011 -0.260 0.882 0.097
H 5.190 -1.628 -0.373 0.021
H 6.680 -0.178 -1.443 0.082
H 5.077 0.535 -2.168 0.083
H 5.883 1.715 0.668 0.070
H 5.173 2.527 -0.855 0.066
H 7.027 2.155 -0.718 0.078
C -4.407 0.834 5.872 -1.023
Cl -4.680 -0.093 4.390 0.499
Cl -2.860 1.688 5.814 0.531
H -5.210 1.562 5.987 -0.052
H -4.404 0.152 6.721 0.036
C 6.311 -2.013 -4.267 -0.989
Cl 4.937 -1.098 -4.899 0.482
Cl 5.860 -2.923 -2.821 0.520
H 6.655 -2.710 -5.030 0.032
H 7.111 -1.319 -4.014 0.030
C -4.899 2.887 -0.851 -1.079
Cl -4.604 1.962 0.627 0.524
Cl -3.965 4.389 -0.861 0.508
H -4.607 2.284 -1.710 -0.022
H -5.959 3.127 -0.912 -0.073
C 1.961 -3.593 -6.174 -1.005
Cl 3.417 -4.546 -5.871 0.515
Cl 1.806 -2.274 -5.005 0.465
H 2.015 -3.172 -7.177 0.033
H 1.090 -4.241 -6.092 0.030
C -2.144 -4.031 0.838 -0.966
Cl -1.592 -3.400 -0.720 0.588
Cl -3.514 -3.103 1.455 0.539
H -2.447 -5.069 0.711 0.037
H -1.325 -3.971 1.553 0.033
C 7.853 -1.912 1.707 -1.009
Cl 7.370 -2.680 0.189 0.531
Cl 9.611 -1.823 1.848 0.525
H 7.443 -0.903 1.739 0.018
H 7.460 -2.496 2.539 0.032
C -8.367 1.233 0.481 -0.999
Cl -7.815 1.876 -1.072 0.573
Cl -9.744 2.152 1.100 0.520
H -8.666 0.195 0.347 0.032
H -7.550 1.293 1.198 0.006
C -7.658 3.196 7.743 -1.002
Cl -8.123 2.425 6.221 0.514
Cl -5.900 3.271 7.909 0.534
H -8.059 4.208 7.765 0.031
H -8.067 2.619 8.571 0.031
```

The value obtained for the frontier orbital gap is 7.355 eV. As for the molar mass: 967.215 g mol⁻¹. The value obtained for the largest force on an atom is 5.2 eV/Å. The total charge is +1. The multiplicity is 1. The calculation puts the LUMO energy at -3.95 eV.

Entry 2:
DFT (ωB97M-V/def2-TZVPD) results for a structure of composition C33H32AsN3O9P2Pt in a non-equilibrium geometry.

Geometry as XYZ:
```
81
Properties=species:S:1:pos:R:3:lowdin_charge:R:1
Pt 0.641 -1.607 -0.936 1.190
O 2.371 1.550 3.648 0.079
C 2.387 2.512 2.702 -0.246
C 2.996 3.741 2.938 0.002
C 2.980 4.736 1.982 -0.037
C 2.360 4.521 0.753 -0.056
C 1.752 3.313 0.510 -0.033
C 1.741 2.289 1.472 -0.072
C 1.117 1.021 1.127 -0.354
O 0.250 1.049 0.091 -0.240
N 1.462 -0.070 1.709 0.126
N 1.078 -1.247 1.172 -0.080
C 1.245 -2.294 1.859 -0.021
C 0.912 -3.539 1.213 -0.237
C 0.928 -4.772 1.832 0.032
C 0.589 -5.899 1.099 0.001
C 0.250 -5.760 -0.237 0.003
C 0.256 -4.494 -0.793 -0.075
N 0.568 -3.418 -0.072 -0.071
H 2.848 1.852 4.431 0.125
H 3.486 3.909 3.891 0.127
H 3.451 5.687 2.192 0.122
H 2.362 5.296 0.000 0.116
H 1.319 3.114 -0.461 0.092
H 1.607 -2.222 2.879 0.162
H 1.203 -4.831 2.877 0.135
H 0.594 -6.878 1.560 0.132
H -0.003 -6.615 -0.848 0.129
H 0.026 -4.327 -1.838 0.129
C 4.086 0.976 -2.923 -0.038
C 2.970 0.057 -2.446 -0.580
O 2.958 -0.070 -1.023 -0.090
P 3.065 -1.651 -3.139 0.488
O 3.003 -1.641 -4.694 -0.082
O 4.544 -2.082 -2.785 -0.071
O 2.040 -2.541 -2.476 -0.344
P 1.331 0.616 -3.093 0.382
O 1.216 2.167 -2.721 -0.101
O 1.347 0.390 -4.557 -0.256
O 0.227 -0.130 -2.310 -0.438
H 5.062 0.556 -2.677 0.094
H 3.982 1.943 -2.431 0.093
H 4.033 1.124 -4.003 0.101
H 3.815 -0.416 -0.738 0.116
H 2.310 -1.004 -5.017 0.076
H 4.952 -2.733 -3.372 0.118
H 1.271 2.707 -3.522 0.108
C -3.704 4.435 1.160 -0.043
C -2.388 4.507 0.730 -0.043
C -1.690 3.346 0.426 -0.062
C -2.323 2.119 0.568 -0.320
C -3.650 2.039 0.991 -0.091
C -4.338 3.203 1.285 -0.047
As -1.450 0.459 0.192 1.450
C -2.401 -0.276 -1.305 -0.321
C -3.169 0.626 -2.032 -0.067
C -3.955 0.159 -3.075 -0.031
C -3.967 -1.192 -3.387 -0.030
C -3.173 -2.084 -2.673 -0.042
C -2.387 -1.632 -1.630 -0.140
C -1.746 -0.559 1.784 -0.322
C -1.335 -0.004 2.995 -0.086
C -1.590 -0.681 4.174 -0.040
C -2.284 -1.887 4.148 -0.042
C -2.720 -2.419 2.942 -0.052
C -2.445 -1.762 1.751 -0.084
H -4.244 5.342 1.396 0.119
H -1.901 5.468 0.627 0.118
H -0.675 3.396 0.073 0.080
H -4.136 1.075 1.087 0.116
H -5.368 3.154 1.613 0.119
H -3.150 1.681 -1.796 0.112
H -4.557 0.854 -3.644 0.123
H -4.599 -1.555 -4.186 0.123
H -3.179 -3.136 -2.928 0.118
H -1.783 -2.332 -1.070 0.060
H -0.825 0.951 3.021 0.115
H -1.263 -0.262 5.117 0.121
H -2.505 -2.402 5.075 0.120
H -3.288 -3.340 2.927 0.118
H -2.800 -2.174 0.818 0.093
```

The value obtained for the frontier orbital gap (alpha / beta) is 6.790 / 6.789 eV. As for the molar mass: 946.579 g mol⁻¹. The value obtained for the largest force on an atom is 2.7 eV/Å. The total charge is +2. The multiplicity is 1. The calculation puts the LUMO energy (alpha / beta) at -6.65 / -6.65 eV.

Entry 3:
DFT (ωB97M-V/def2-TZVPD) results for a cluster of 2 separate species, C7H14NO7P in total.

Geometry as XYZ:
```
30
Properties=species:S:1:pos:R:3:lowdin_charge:R:1
N 0.308 4.016 0.212 0.106
C -0.030 2.737 -0.356 -0.592
P -1.788 2.706 -1.073 0.885
O -1.956 1.114 -1.386 -0.286
O -2.565 2.801 0.371 -0.280
C 1.079 2.232 -1.272 -0.093
O 1.959 1.539 -0.374 0.076
C 1.316 1.318 0.787 -0.577
O 1.804 0.814 1.754 0.151
O 0.025 1.716 0.680 0.042
H -0.509 4.580 0.416 0.072
H 0.922 4.542 -0.394 0.084
H -1.144 0.601 -1.224 0.011
H -3.219 2.091 0.410 0.057
H 0.765 1.507 -2.025 0.121
H 1.625 3.023 -1.783 0.133
C 1.233 -3.256 1.589 -0.054
C 0.235 -2.124 1.495 -0.213
O 0.367 -1.396 0.263 0.004
C -0.229 -1.754 -0.876 -0.504
C -0.909 -3.091 -0.994 0.029
O -0.169 -0.984 -1.809 0.080
H 1.071 -4.006 0.814 0.069
H 1.154 -3.744 2.560 0.084
H 2.246 -2.871 1.474 0.088
H -0.794 -2.462 1.627 0.116
H 0.429 -1.380 2.265 0.119
H -0.199 -3.801 -1.417 0.101
H -1.744 -2.984 -1.681 0.096
H -1.283 -3.483 -0.052 0.074
```

The value obtained for the frontier orbital gap is 9.654 eV. As for the molar mass: 255.163 g mol⁻¹. The value obtained for the largest force on an atom is 0.6 eV/Å. The multiplicity is 1. The calculation puts the LUMO energy at 0.66 eV. For the relative energy (zero: lowest compared OMol25 entry of this formula, charge and spin), the calculation gives 57.1 kJ/mol.

Entry 4:
DFT (ωB97M-V/def2-TZVPD) results for the molecule C20H23BrN2O3 in a non-equilibrium geometry.

Geometry as XYZ:
```
49
Properties=species:S:1:pos:R:3:lowdin_charge:R:1
C 3.230 2.741 -0.051 -0.078
C 1.823 3.210 -0.071 -0.312
C 0.849 2.338 -0.477 0.021
C -0.491 2.695 -0.548 -0.163
N -1.505 1.790 -0.995 0.153
C -1.395 0.615 -1.719 -0.462
O -0.362 0.252 -2.240 0.070
C -2.610 -0.268 -1.855 -0.058
C -2.957 -0.832 -0.452 -0.092
N -1.840 -1.562 0.115 0.057
C -1.031 -1.219 1.173 -0.342
O -1.126 -0.135 1.723 0.101
C -0.060 -2.345 1.550 -0.107
C 1.430 -2.171 1.241 -0.239
C 2.173 -3.458 1.677 -0.121
C 1.849 -4.478 0.556 -0.133
C 0.878 -3.662 -0.292 -0.268
C 1.524 -2.303 -0.292 -0.085
C -0.404 -3.448 0.526 -0.115
C -1.530 -2.814 -0.294 -0.361
O -2.110 -3.402 -1.213 0.087
C -0.894 3.966 -0.171 -0.213
C -2.328 4.394 -0.149 -0.041
C 0.116 4.925 0.115 -0.080
C 1.449 4.538 0.229 -0.650
Br 2.671 5.773 0.923 0.779
H 3.790 3.163 -0.896 0.094
H 3.731 3.041 0.866 0.059
H 3.289 1.642 -0.059 0.082
H 1.100 1.337 -0.828 0.114
H -2.428 1.978 -0.684 0.101
H -2.356 -1.071 -2.532 0.118
H -3.474 0.284 -2.226 0.125
H -3.236 -0.050 0.260 0.125
H -3.825 -1.509 -0.544 0.139
H -0.222 -2.651 2.589 0.162
H 1.844 -1.269 1.663 0.140
H 3.270 -3.292 1.708 0.123
H 1.817 -3.809 2.618 0.098
H 2.765 -4.727 0.015 0.113
H 1.389 -5.404 0.901 0.112
H 0.718 -4.074 -1.308 0.161
H 2.537 -2.339 -0.669 0.126
H 0.958 -1.491 -0.789 0.120
H -0.779 -4.374 0.998 0.169
H -2.965 3.557 0.202 0.081
H -2.623 4.706 -1.143 0.088
H -2.469 5.235 0.535 0.085
H -0.181 5.978 0.308 0.116
```

The value obtained for the frontier orbital gap is 8.847 eV. As for the molar mass: 419.319 g mol⁻¹. The value obtained for the largest force on an atom is 4.0 eV/Å. The multiplicity is 1. The calculation puts the LUMO energy at 0.55 eV. For the relative energy (zero: lowest compared OMol25 entry of this formula, charge and spin), the calculation gives 60.1 kJ/mol.

Entry 5:
DFT (ωB97M-V/def2-TZVPD) results for a structure of composition C4H4O3.

Geometry as XYZ:
```
11
Properties=species:S:1:pos:R:3:lowdin_charge:R:1
O -1.562 1.575 -0.838 -0.013
C -1.605 1.603 0.369 -0.123
C 0.312 -0.773 -0.051 0.124
C 0.908 -2.030 0.339 -0.289
O 0.487 -3.083 -0.092 0.039
C 0.805 0.194 -0.876 -0.228
O 1.402 0.744 0.086 0.045
H -0.691 1.512 0.984 0.076
H 1.723 -1.950 1.087 0.134
H -2.559 1.713 0.915 0.090
H 0.780 0.495 -1.923 0.146
```

The value obtained for the frontier orbital gap is 9.425 eV. As for the molar mass: 100.073 g mol⁻¹. The value obtained for the largest force on an atom is 0.6 eV/Å. The multiplicity is 1. The calculation puts the LUMO energy at -0.27 eV. For the relative energy (zero: lowest compared OMol25 entry of this formula, charge and spin), the calculation gives 514.1 kJ/mol.